No. 1
{"formula": "C19H19N3O3S2", "method": "the ωB97M-V functional and the def2-TZVPD basis", "smiles": "N#Cc1ccccc1S(=O)(=O)N1CCN(C(=O)c2cc3c(s2)CCC3)CC1", "fmax_ev_per_a": 2.79, "total_energy_ev": -52292.955, "total_charge": 0, "symbols": ["N", "C", "C", "C", "C", "C", "C", "C", "S", "O", "O", "N", "C", "C", "N", "C", "O", "C", "C", "C", "C", "S", "C", "C", "C", "C", "C", "H", "H", "H", "H", "H", "H", "H", "H", "H", "H", "H", "H", "H", "H", "H", "H", "H", "H", "H"], "coordinates": [[2.561, -0.775, -2.479], [2.458, -1.869, -2.069], [2.360, -3.252, -1.678], [2.139, -4.173, -2.740], [1.995, -5.507, -2.495], [1.996, -5.990, -1.149], [2.197, -5.107, -0.063], [2.350, -3.727, -0.334], [2.449, -2.664, 1.186], [3.766, -2.043, 1.399], [2.025, -3.448, 2.353], [1.274, -1.406, 0.846], [1.742, -0.024, 0.921], [0.765, 0.859, 0.144], [-0.628, 0.634, 0.465], [-1.529, 1.656, 0.801], [-2.731, 1.387, 0.797], [-1.092, 2.992, 1.216], [-1.776, 4.159, 0.908], [-1.140, 5.314, 1.515], [-0.034, 5.025, 2.221], [0.287, 3.311, 2.321], [0.608, 6.289, 2.755], [-0.425, 7.357, 2.406], [-1.494, 6.755, 1.438], [-1.082, -0.767, 0.382], [-0.134, -1.697, 1.216], [2.131, -3.803, -3.765], [1.893, -6.205, -3.325], [1.821, -7.071, -0.915], [2.202, -5.451, 0.958], [2.755, 0.063, 0.508], [1.760, 0.306, 1.974], [0.898, 0.631, -0.906], [1.099, 1.896, 0.262], [-2.706, 4.173, 0.324], [1.557, 6.539, 2.325], [0.755, 6.179, 3.836], [-0.942, 7.760, 3.282], [0.000, 8.223, 1.908], [-1.408, 7.159, 0.436], [-2.542, 6.857, 1.794], [-2.081, -0.904, 0.770], [-1.063, -1.072, -0.662], [-0.354, -2.752, 1.000], [-0.340, -1.477, 2.257]], "forces_ev_per_angstrom": [[-0.2826, -2.5068, 1.0136], [0.4206, 2.3674, -0.5747], [-0.6776, -0.7728, 0.4507], [0.6171, 1.1713, 0.4245], [-0.1119, -1.3902, 1.6188], [0.0922, 0.0734, 0.0109], [-0.2102, 0.5044, -1.7180], [-0.0092, -0.1124, 0.0937], [0.3141, 1.6561, 2.2194], [-1.9894, -0.6725, -1.6273], [-0.2565, 0.4169, -2.2431], [1.3422, -2.2665, -0.1339], [-0.4782, 0.1450, 0.6978], [0.7759, -0.1515, -0.5034], [-0.4447, 0.9897, 1.2731], [-0.8891, -2.4382, -0.1062], [0.5652, 0.4862, -0.0603], [0.4599, 1.6100, 0.3262], [0.8657, -0.5299, 0.7886], [-1.0363, -1.5528, -1.5025], [0.3220, -0.0695, 0.1053], [-0.8781, 0.7459, -1.0545], [-0.4123, -0.8232, 1.0004], [-1.1614, 1.0589, -0.2845], [-0.1296, -0.3748, 0.9887], [1.1708, -0.1171, 0.1449], [0.1448, 0.8915, -1.0151], [0.0045, 0.0223, 0.3031], [-0.1208, 0.1570, 0.2646], [0.2894, 1.1458, -0.4335], [-0.0653, -0.0189, 0.1039], [-0.3798, -0.1039, 0.0739], [0.1146, -0.0155, -0.1574], [0.1001, -0.1321, -0.4620], [-0.5300, -0.2057, 0.1109], [0.5853, -0.0752, 0.2304], [0.6531, -0.2163, -0.3618], [0.0750, 0.2865, -0.1138], [0.2085, -0.2152, 0.0728], [0.3803, 0.0607, 0.1206], [-0.0888, 0.0450, -0.2195], [0.6228, 0.3756, -0.2331], [-0.2153, 0.4293, 0.0027], [-0.0190, -0.1156, -0.1946], [0.0473, 0.3719, 0.1056], [0.2148, -0.1340, 0.4541]]}

***

No. 2
{"formula": "C19H19N3O4", "method": "the ωB97M-V functional and the def2-TZVPD basis", "smiles": "Cc1cc(C)n(-c2ccc(C(=O)OCC(=O)NCc3ccco3)cc2)n1", "fmax_ev_per_a": 0.95, "total_energy_ev": -32671.779, "total_charge": 0, "symbols": ["C", "C", "C", "C", "C", "N", "C", "C", "C", "C", "C", "O", "O", "C", "C", "O", "N", "C", "C", "C", "C", "C", "O", "C", "C", "N", "H", "H", "H", "H", "H", "H", "H", "H", "H", "H", "H", "H", "H", "H", "H", "H", "H", "H", "H"], "coordinates": [[5.817, 1.758, -2.389], [4.922, 1.166, -1.362], [5.184, 0.982, 0.013], [4.058, 0.390, 0.531], [3.765, 0.044, 1.947], [3.189, 0.244, -0.516], [1.898, -0.277, -0.557], [1.473, -1.293, 0.298], [0.181, -1.770, 0.216], [-0.702, -1.252, -0.729], [-2.106, -1.691, -0.809], [-2.906, -1.261, -1.614], [-2.420, -2.599, 0.124], [-3.790, -2.982, 0.253], [-4.487, -1.899, 1.096], [-4.678, -2.022, 2.284], [-4.807, -0.803, 0.377], [-4.959, 0.494, 1.015], [-3.667, 1.238, 0.885], [-2.432, 0.970, 1.402], [-1.551, 1.918, 0.829], [-2.313, 2.684, 0.004], [-3.592, 2.276, 0.027], [-0.265, -0.258, -1.605], [1.020, 0.225, -1.521], [3.717, 0.730, -1.654], [6.076, 2.781, -2.119], [6.739, 1.184, -2.462], [5.316, 1.756, -3.352], [6.073, 1.254, 0.545], [2.726, 0.251, 2.195], [4.406, 0.640, 2.593], [3.973, -1.007, 2.151], [2.153, -1.733, 1.008], [-0.151, -2.552, 0.880], [-4.251, -3.084, -0.733], [-3.785, -3.931, 0.789], [-4.512, -0.776, -0.594], [-5.208, 0.311, 2.063], [-5.761, 1.053, 0.529], [-2.190, 0.199, 2.105], [-0.498, 2.008, 1.005], [-2.075, 3.517, -0.626], [-0.956, 0.129, -2.337], [1.379, 0.989, -2.192]], "forces_ev_per_angstrom": [[-0.0652, -0.0157, -0.0215], [-0.2158, -0.1336, 0.3696], [-0.2831, -0.1682, -0.0186], [0.2228, 0.1838, -0.0183], [-0.0074, -0.0745, 0.0280], [0.7980, 0.1571, 0.4017], [-0.8415, -0.2546, -0.1351], [0.2728, 0.1662, -0.0500], [-0.2935, 0.0864, -0.1746], [0.3765, 0.0622, 0.0373], [-0.3288, 0.1543, -0.3125], [0.2271, -0.1710, 0.0031], [0.3525, -0.0512, 0.1011], [-0.4230, 0.0232, 0.0701], [0.0299, -0.4005, -0.5244], [0.0799, -0.0827, 0.4611], [-0.3331, 0.2799, -0.3590], [0.0702, 0.0726, -0.0403], [0.3524, -0.4756, 0.6372], [-0.6592, 0.1144, -0.0918], [-0.1946, 0.3919, -0.3707], [0.9244, -0.0113, 0.2238], [-0.5596, 0.0398, -0.1695], [-0.1333, -0.2665, 0.1545], [0.1420, 0.0280, 0.0747], [0.0627, 0.1219, -0.8430], [0.0452, 0.0539, -0.0532], [0.0578, 0.0132, -0.0617], [0.0262, 0.0302, -0.0869], [0.1563, 0.0486, 0.1935], [-0.0163, -0.0157, 0.0934], [-0.0162, 0.0048, 0.0229], [-0.0629, -0.0322, 0.0679], [0.0810, -0.0281, 0.0584], [0.0004, -0.0529, 0.0657], [0.0831, -0.0275, 0.1244], [-0.0501, 0.1941, -0.0531], [0.0297, -0.1642, 0.2575], [-0.0185, 0.1137, -0.1659], [0.0200, -0.0101, 0.1468], [-0.0138, -0.2156, 0.1708], [0.2421, 0.0833, -0.0173], [-0.0712, 0.1253, -0.1149], [-0.0480, 0.0589, -0.0461], [-0.0175, 0.0443, -0.0351]]}

***

No. 3
{"formula": "C19H19N3O4", "method": "the ωB97M-V functional and the def2-TZVPD basis", "smiles": "O=C(O)COCC(=O)Nc1ccc2c(c1)ncn2CCc1ccccc1", "fmax_ev_per_a": 0.87, "total_energy_ev": -32672.608, "total_charge": 0, "symbols": ["O", "C", "O", "C", "O", "C", "C", "O", "N", "C", "C", "C", "C", "C", "C", "N", "C", "N", "C", "C", "C", "C", "C", "C", "C", "C", "H", "H", "H", "H", "H", "H", "H", "H", "H", "H", "H", "H", "H", "H", "H", "H", "H", "H", "H"], "coordinates": [[3.042, -0.733, 0.518], [3.674, -0.175, 1.379], [3.671, 1.132, 1.566], [4.577, -0.907, 2.373], [3.909, -1.234, 3.570], [2.766, -2.035, 3.398], [1.587, -1.230, 2.820], [1.478, -0.043, 3.032], [0.729, -1.981, 2.089], [-0.314, -1.534, 1.257], [-0.834, -0.236, 1.369], [-1.800, 0.226, 0.503], [-2.240, -0.637, -0.488], [-1.766, -1.967, -0.572], [-0.793, -2.421, 0.307], [-2.371, -2.601, -1.629], [-3.143, -1.706, -2.162], [-3.131, -0.501, -1.527], [-3.705, 0.722, -2.009], [-2.752, 1.429, -2.996], [-1.465, 1.801, -2.313], [-0.392, 0.919, -2.288], [0.761, 1.229, -1.589], [0.857, 2.437, -0.920], [-0.201, 3.329, -0.947], [-1.358, 3.009, -1.635], [2.984, 1.558, 1.025], [4.954, -1.819, 1.882], [5.402, -0.257, 2.666], [2.496, -2.373, 4.403], [2.993, -2.906, 2.766], [0.979, -2.948, 1.932], [-0.451, 0.413, 2.137], [-2.174, 1.234, 0.589], [-0.411, -3.427, 0.226], [-3.758, -1.883, -3.025], [-4.651, 0.493, -2.510], [-3.906, 1.376, -1.156], [-2.552, 0.756, -3.832], [-3.252, 2.321, -3.377], [-0.459, -0.023, -2.814], [1.576, 0.521, -1.558], [1.760, 2.697, -0.385], [-0.127, 4.273, -0.428], [-2.186, 3.704, -1.648]], "forces_ev_per_angstrom": [[-0.0019, -0.1064, -0.1130], [0.1448, -0.3764, -0.2220], [0.1577, 0.8334, 0.1997], [0.1104, -0.0096, -0.0716], [-0.1513, 0.0395, 0.0642], [0.0740, 0.0634, 0.1170], [0.0835, -0.3546, 0.1134], [0.0061, 0.1272, 0.1180], [-0.0431, -0.4360, 0.0963], [-0.1959, -0.0152, -0.2085], [-0.0497, 0.2172, 0.1189], [-0.1140, -0.0532, -0.0158], [0.3222, -0.6242, 0.4109], [-0.2121, 0.8238, 0.1464], [0.0138, 0.1961, 0.0968], [0.0464, -0.5556, -0.2897], [0.0002, -0.0786, -0.0173], [-0.0642, -0.2370, 0.1297], [-0.0302, 0.3719, -0.4397], [-0.1219, -0.0318, 0.2775], [0.0247, 0.0661, -0.2057], [0.0453, 0.1283, -0.1048], [0.0578, -0.0752, -0.0475], [0.0494, -0.0053, 0.0269], [0.0194, 0.0937, 0.1326], [-0.0242, -0.0435, -0.0577], [0.0701, -0.3563, 0.0355], [-0.0879, 0.2184, 0.0205], [-0.0320, -0.1094, -0.0980], [-0.0440, -0.0399, -0.1558], [-0.0573, 0.0541, 0.0645], [0.1228, 0.2118, 0.0786], [0.0030, 0.0203, 0.0122], [0.0195, 0.1251, 0.0169], [0.0795, -0.1510, -0.0252], [-0.1826, 0.0600, -0.1988], [0.0447, 0.0355, 0.1395], [-0.0761, -0.0755, -0.0747], [-0.0569, 0.0342, -0.0287], [0.0012, -0.0031, -0.0644], [-0.0385, -0.1262, -0.0495], [0.0939, -0.0646, 0.0332], [0.0687, 0.0428, 0.0182], [0.0097, 0.0803, 0.0363], [-0.0846, 0.0854, -0.0153]]}

***

No. 4
{"formula": "C19H19N3O4RuS2Se", "method": "the ωB97M-V functional and the def2-TZVPD basis", "fmax_ev_per_a": 3.91, "multiplicity": 2, "total_energy_ev": -122268.473, "total_charge": -1, "symbols": ["Ru", "C", "C", "C", "C", "C", "C", "C", "C", "C", "H", "H", "H", "H", "H", "H", "H", "H", "H", "H", "H", "H", "S", "C", "S", "C", "C", "N", "C", "N", "C", "C", "C", "C", "N", "C", "C", "H", "H", "H", "H", "H", "H", "H", "O", "Se", "O", "O", "O"], "coordinates": [[-0.572, 0.756, -0.981], [0.112, 1.974, 3.199], [-0.915, 1.457, 2.236], [-1.091, 0.086, 2.039], [-2.068, -0.410, 1.177], [-2.388, -1.879, 1.147], [-2.850, 0.502, 0.445], [-2.691, 1.884, 0.637], [-3.589, 2.866, -0.057], [-1.738, 2.340, 1.546], [-0.365, 2.560, 3.988], [0.804, 2.621, 2.660], [0.675, 1.157, 3.652], [-0.477, -0.609, 2.601], [-3.412, -2.031, 1.492], [-1.711, -2.436, 1.793], [-2.316, -2.285, 0.138], [-3.668, 0.138, -0.165], [-4.321, 3.262, 0.650], [-4.118, 2.396, -0.885], [-2.997, 3.693, -0.448], [-1.626, 3.406, 1.700], [-1.559, -1.382, -2.097], [-0.874, -0.559, -3.461], [-1.333, 1.092, -3.495], [-0.054, -1.188, -4.369], [0.311, -2.552, -4.203], [0.618, -3.655, -4.071], [0.529, -0.514, -5.477], [1.010, -0.025, -6.403], [4.122, -3.039, 1.787], [3.083, -2.217, 1.081], [3.200, -0.839, 0.952], [2.209, -0.118, 0.304], [1.133, -0.705, -0.220], [1.019, -2.031, -0.124], [1.955, -2.813, 0.522], [4.970, -2.427, 2.090], [4.482, -3.835, 1.135], [3.698, -3.509, 2.677], [4.068, -0.323, 1.341], [2.265, 0.961, 0.202], [0.150, -2.473, -0.594], [1.815, -3.886, 0.569], [1.469, 2.884, 0.170], [0.941, 2.982, -1.360], [1.251, 1.498, -2.064], [-0.721, 3.009, -1.301], [1.563, 4.215, -2.153]], "forces_ev_per_angstrom": [[0.1461, -0.4528, -3.8762], [0.0743, 0.0186, -0.1531], [-0.2507, -0.0733, 0.0194], [-0.0850, 0.0998, 0.0715], [0.0181, 0.1642, 0.1775], [0.1191, 0.0977, -0.1198], [0.4255, 0.1957, 0.0787], [-0.0533, 0.0079, 0.3415], [0.1082, -0.0286, -0.0971], [-0.1093, -0.1322, -0.0158], [0.0397, -0.0144, 0.0153], [0.0684, 0.0261, -0.0089], [-0.0184, 0.0361, 0.0277], [0.0231, -0.0427, -0.0357], [0.0117, -0.0633, 0.0158], [-0.0122, -0.0212, 0.0083], [-0.0482, -0.0456, 0.0178], [0.1421, -0.0071, -0.1746], [-0.0267, 0.0065, -0.0203], [-0.0086, 0.0227, -0.0072], [-0.0124, -0.0146, -0.0315], [0.0706, 0.0282, -0.0724], [0.7830, 0.8207, 0.7683], [-0.3115, -0.2637, -0.6314], [0.3553, -0.1764, 1.5759], [-0.0146, 0.1305, 0.1790], [0.0131, -0.2896, 0.1044], [-0.0273, 0.0565, -0.0125], [0.0525, 0.1530, -0.2247], [-0.0568, 0.0076, 0.0500], [-0.0097, -0.0039, -0.0514], [-0.0479, 0.0542, 0.0048], [-0.0121, -0.1476, -0.0725], [0.1598, 0.1503, 0.0187], [-0.9418, 0.3895, 0.2089], [-0.0149, -0.1741, 0.0990], [0.0977, 0.0624, -0.0616], [0.0034, -0.0101, 0.0118], [0.0219, -0.0052, 0.0206], [0.0102, 0.0021, 0.0071], [-0.0393, 0.0449, 0.0246], [-0.0286, -0.0092, 0.0404], [0.0220, 0.0414, 0.0109], [-0.0150, 0.0050, -0.0179], [0.0541, -0.1270, 0.4964], [1.1799, 1.4004, 0.4867], [-1.3807, -1.0742, 0.7077], [-0.5137, -1.1093, 0.6058], [0.0386, 0.2635, -0.5098]]}